Entry 1:
Below is an isolated ion of composition C4H7N2 and charge +1, with properties calculated with ωB97M-V with the def2-TZVPD basis set.

Geometry as ORCA input:
```
! wB97M-V def2-TZVPD RIJCOSX def2/J DEFGRID3
* xyz 1 1
C -1.47102 0.08915 -0.06701
H 3.32099 -1.08431 0.35263
C 1.45149 0.04554 -0.04654
N -2.01548 -1.12753 -0.24633
H -1.39784 -1.90459 -0.48531
C 0.27834 0.10118 0.00568
H -2.95102 -1.33443 -0.49196
H -1.45055 1.85206 0.72972
N -2.13082 1.20801 0.25671
C 2.94084 -0.02850 -0.01785
H 3.21114 0.28785 -1.08957
H 3.31485 0.84542 0.61007
H -3.10093 1.05013 0.48976
*
```

For the total energy, the calculation gives -265.77616 Eh. The energy above the lowest of the compared OMol25 structures with the same formula, charge and spin comes out at 3.6005 eV.

Entry 2:
Below is C17H14ClLuNO3S as an isolated structure, with properties calculated with ωB97M-V with the def2-TZVPD basis set.

Geometry as ORCA input:
```
! wB97M-V def2-TZVPD RIJCOSX def2/J DEFGRID3
* xyz -1 1
C 1.17082 1.52790 2.00425
C 3.35005 -4.64816 -1.82599
C 0.92950 2.36500 0.86790
Lu -0.70936 0.59249 0.74479
C 2.66300 -2.51134 -0.12061
H 2.06476 0.93663 2.18675
C -3.34420 1.66275 -1.83102
C -3.26203 3.04147 -1.47087
S 1.17536 -0.36100 -1.29060
C 2.24934 -3.85543 -2.13621
H 3.58066 -5.49894 -2.45804
C 0.05601 1.65354 2.89234
H 1.62268 2.55921 0.04972
C 4.15697 -4.34748 -0.71768
Cl -2.81698 0.05684 1.78964
H -1.80554 2.89956 2.72362
H -4.18201 4.17613 0.23827
H 1.64920 -3.99080 -3.03233
C -4.02190 3.23310 -0.27869
H 5.07709 -4.90991 -0.54265
C -0.36110 2.96514 1.03029
H -5.20308 1.78572 0.96092
H -2.75444 3.82055 -2.03381
C 2.12083 -1.54959 0.87165
H -0.03053 1.18465 3.86949
H -4.43131 -0.04434 -0.85843
H -0.82564 3.68734 0.36264
O 1.07090 -1.88086 -1.85547
O -0.24514 0.22413 -1.35253
C -0.87451 2.54608 2.29543
H 4.27478 -3.16592 1.10666
C -4.16288 1.00685 -0.86773
O 2.34700 -1.54557 2.08742
C 1.97206 -2.79254 -1.29664
C 3.75591 -3.34416 0.16713
C -4.57759 1.97700 0.09442
N 1.22231 -0.65719 0.33415
H -2.90099 1.20114 -2.70817
*
```

For the total energy, the calculation gives -3030.70317 Eh.

Entry 3:
Below is an isolated molecule of C7H12O, with properties calculated with ωB97M-V with the def2-TZVPD basis set.

Geometry as ORCA input:
```
! wB97M-V def2-TZVPD RIJCOSX def2/J DEFGRID3
* xyz 0 1
C -1.58879 -0.26536 0.67560
H 1.27507 2.55385 -1.24325
H -0.34085 1.21343 1.58416
H 3.15427 1.90037 -1.61898
H -2.59093 0.17222 0.60867
H 0.48308 0.31450 -2.43678
H 1.43913 2.44879 0.53815
C -1.36469 -1.53678 0.92621
C 2.92393 1.30050 -0.73745
O -2.33583 -2.52503 1.11094
H -0.46893 -0.87664 -1.51278
H 3.59027 1.43869 0.10323
H -1.94752 -3.22260 1.61836
H 1.29152 -0.81595 -1.34793
C 0.36669 0.82235 -0.40064
H 2.91675 0.28756 -1.09232
C -0.50275 0.73464 0.63486
C 0.38495 -0.21065 -1.49329
H -0.40371 -1.99804 1.04850
C 1.45194 1.87513 -0.39673
*
```

For the total energy, the calculation gives -349.08980 Eh. The energy above the lowest of the compared OMol25 structures with the same formula, charge and spin comes out at 1.6011 eV.

Entry 4:
Below is C3H3O2Rh as an isolated structure, with properties calculated with ωB97M-V with the def2-TZVPD basis set.

Geometry as ORCA input:
```
! wB97M-V def2-TZVPD RIJCOSX def2/J DEFGRID3
* xyz 0 5
H -0.78652 -1.43547 0.79591
Rh 0.45431 1.11804 -1.29949
C 0.96655 -0.03676 0.37791
O 0.46383 -1.02658 -0.87422
H 1.56910 1.74020 0.15361
C -0.40370 -0.61197 0.17055
O -2.53025 0.49911 0.09607
H 1.65302 -0.68813 0.93507
C -1.38635 0.44156 -0.35542
*
```

Its expectation value of S² is 6.017. For the total energy, the calculation gives -376.77922 Eh. The energy above the lowest of the compared OMol25 structures with the same formula, charge and spin comes out at 3.4920 eV.

Per-record strongest force on any atom, eV/Å: 8.9, 2.6, 2.4, 5.6